(1)
Entry from OMol25: C53H54BN9O5Ti as an isolated structure (ωB97M-V with the def2-TZVPD basis set).

Element x y z (Å)
Ti (-0.513, -0.148, 0.100)
C (0.462, -4.790, -1.816)
C (1.500, -4.293, -0.865)
C (2.772, -4.833, -0.584)
C (3.299, -3.991, 0.369)
N (2.386, -3.024, 0.618)
N (1.300, -3.206, -0.137)
B (2.337, -1.967, 1.744)
N (2.715, -0.561, 1.262)
C (3.979, -0.168, 0.999)
C (4.001, 1.201, 0.947)
C (2.675, 1.584, 1.202)
C (2.140, 2.968, 1.344)
N (1.901, 0.519, 1.375)
N (0.927, -1.913, 2.418)
C (0.611, -2.615, 3.522)
C (-0.612, -2.200, 3.977)
C (-1.006, -1.200, 3.083)
C (-2.199, -0.323, 3.219)
N (-0.091, -1.043, 2.125)
N (3.359, -2.442, 2.812)
C (3.524, -3.698, 3.291)
C (4.473, -3.656, 4.285)
C (4.843, -2.298, 4.357)
C (5.842, -1.644, 5.259)
N (4.166, -1.586, 3.471)
H (0.018, -5.711, -1.435)
H (-0.332, -4.051, -1.910)
H (0.895, -4.992, -2.798)
H (3.228, -5.713, -1.008)
H (4.255, -4.013, 0.865)
H (4.778, -0.878, 0.879)
H (4.845, 1.845, 0.762)
H (2.267, 3.534, 0.418)
H (1.083, 2.926, 1.600)
H (2.678, 3.498, 2.133)
H (1.275, -3.350, 3.937)
H (-1.147, -2.562, 4.839)
H (-1.902, 0.609, 3.698)
H (-2.626, -0.085, 2.251)
H (-2.953, -0.798, 3.846)
H (2.971, -4.531, 2.889)
H (4.842, -4.480, 4.874)
H (6.523, -2.382, 5.680)
H (6.414, -0.903, 4.702)
H (5.339, -1.128, 6.078)
O (-1.332, 1.468, 0.505)
C (-2.352, 2.316, 0.118)
C (-3.039, 1.930, -1.248)
C (-2.677, 0.642, -1.931)
C (-3.545, 0.137, -2.862)
C (-3.151, -0.873, -3.763)
C (-1.798, -1.295, -3.706)
C (-0.964, -0.791, -2.758)
C (0.488, -1.126, -2.715)
C (1.240, 0.166, -2.348)
O (0.837, 0.526, -1.065)
C (0.897, 1.225, -3.410)
C (0.106, 2.322, -3.108)
C (-0.279, 3.211, -4.102)
C (0.124, 3.011, -5.412)
C (0.939, 1.927, -5.717)
C (1.326, 1.045, -4.723)
C (2.762, -0.037, -2.369)
C (3.343, -1.298, -2.402)
C (4.724, -1.432, -2.437)
C (5.540, -0.312, -2.437)
C (4.964, 0.952, -2.405)
C (3.588, 1.085, -2.367)
N (-1.408, 0.106, -1.799)
C (-1.821, 3.752, -0.115)
C (-2.702, 4.822, -0.275)
C (-2.230, 6.094, -0.549)
C (-0.863, 6.325, -0.662)
C (0.016, 5.267, -0.496)
C (-0.460, 3.992, -0.224)
C (-3.358, 2.471, 1.282)
C (-2.797, 2.806, 2.515)
C (-3.580, 3.015, 3.635)
C (-4.964, 2.908, 3.548)
C (-5.536, 2.607, 2.326)
C (-4.744, 2.394, 1.203)
H (-2.796, 2.726, -1.956)
H (-4.121, 1.939, -1.138)
H (-4.534, 0.575, -2.940)
H (-3.820, -1.235, -4.531)
H (-1.411, -2.009, -4.423)
H (0.823, -1.537, -3.666)
H (0.659, -1.835, -1.908)
H (-0.213, 2.471, -2.089)
H (-0.901, 4.062, -3.844)
H (-0.190, 3.694, -6.192)
H (1.274, 1.769, -6.735)
H (1.970, 0.207, -4.967)
H (2.727, -2.190, -2.412)
H (5.163, -2.423, -2.465)
H (6.617, -0.421, -2.470)
H (5.593, 1.834, -2.411)
H (3.139, 2.071, -2.356)
H (-3.769, 4.657, -0.182)
H (-2.929, 6.913, -0.676)
H (-0.494, 7.318, -0.886)
H (1.083, 5.436, -0.588)
H (0.211, 3.155, -0.101)
H (-1.720, 2.889, 2.579)
H (-3.116, 3.252, 4.585)
H (-5.583, 3.069, 4.422)
H (-6.614, 2.538, 2.234)
H (-5.246, 2.169, 0.270)
C (-4.649, -2.719, 1.700)
C (-3.912, -2.152, 0.492)
C (-4.489, -2.726, -0.800)
O (-3.954, -0.731, 0.486)
C (-2.406, -2.571, 0.535)
O (-2.153, -3.700, 0.919)
O (-1.551, -1.719, 0.092)
H (-5.732, -2.666, 1.555)
H (-4.383, -2.162, 2.599)
H (-4.353, -3.758, 1.836)
H (-5.552, -2.480, -0.887)
H (-4.381, -3.812, -0.797)
H (-3.960, -2.320, -1.658)
H (-4.867, -0.446, 0.370)

Values from the calculation:
ΔE to the lowest compared entry with this formula, charge and spin (kcal per mole): 17.30
Charge: -1
2S+1: 4
Orbital gap (alpha / beta) (Ha): 0.18869 / 0.20101
Highest occupied orbital energy (alpha / beta) (eV): -2.7 / -5.9

***

(2)
Entry from OMol25: C31H23Co2O9P as an isolated structure (ωB97M-V with the def2-TZVPD basis set).

Element x y z (Å)
C (2.456, 5.130, 2.832)
C (1.648, 4.129, 2.060)
O (2.419, 2.883, 2.047)
C (1.745, 1.947, 1.351)
C (2.448, 0.614, 1.163)
P (1.531, -0.171, -0.243)
C (1.119, 0.906, -1.660)
C (1.947, 1.936, -2.124)
C (1.587, 2.654, -3.269)
C (0.411, 2.359, -3.957)
C (-0.410, 1.327, -3.498)
C (-0.058, 0.601, -2.359)
C (2.519, -1.437, -1.115)
C (3.604, -1.105, -1.931)
C (4.321, -2.128, -2.560)
C (3.945, -3.463, -2.390)
C (2.840, -3.781, -1.586)
C (2.108, -2.763, -0.979)
O (0.255, -0.813, 0.249)
O (0.650, 2.209, 0.859)
H (2.016, 6.121, 2.699)
H (2.459, 4.903, 3.905)
H (3.487, 5.161, 2.466)
H (0.668, 3.930, 2.516)
H (1.514, 4.447, 1.016)
H (3.497, 0.780, 0.904)
H (2.866, 2.179, -1.590)
H (2.237, 3.453, -3.614)
H (0.131, 2.926, -4.846)
H (-1.331, 1.083, -4.022)
H (-0.701, -0.203, -1.990)
H (3.896, -0.061, -2.038)
H (5.186, -1.873, -3.171)
H (4.503, -4.267, -2.870)
H (2.547, -4.816, -1.409)
H (1.227, -3.001, -0.374)
O (4.038, -2.264, 1.226)
C (3.479, -1.500, 1.967)
Co (1.829, -0.726, 2.326)
C (0.418, 0.108, 3.056)
O (-0.448, 0.598, 3.642)
C (1.623, -2.467, 2.534)
O (1.503, -3.617, 2.633)
C (2.788, 0.047, 5.143)
C (2.034, -0.728, 6.098)
C (0.819, -0.232, 6.633)
C (0.075, -1.003, 7.523)
C (0.508, -2.283, 7.883)
C (1.731, -2.772, 7.401)
C (2.497, -1.994, 6.531)
C (3.309, 0.067, 3.928)
C (4.204, -0.581, 2.972)
Co (3.404, 1.719, 4.800)
C (4.359, 2.205, 6.184)
O (5.035, 2.513, 7.063)
C (1.865, 2.590, 5.005)
O (0.855, 3.101, 5.267)
C (4.568, 2.406, 3.670)
O (5.408, 2.739, 2.945)
H (0.473, 0.765, 6.342)
H (-0.852, -0.588, 7.934)
H (-0.103, -2.883, 8.559)
H (2.099, -3.758, 7.703)
H (3.467, -2.340, 6.166)
H (4.845, 0.141, 2.417)
H (4.956, -1.192, 3.533)

Values from the calculation:
Charge: -2
Orbital gap (Ha): 0.17628
Highest occupied orbital energy (eV): -0.3

***

(3)
Entry from OMol25: C52H55CaN4O4 as an isolated structure (ωB97M-V with the def2-TZVPD basis set).

Element x y z (Å)
Ca (0.317, -1.474, -0.896)
C (4.737, 4.732, -1.234)
C (3.798, 4.332, -2.383)
C (2.650, 5.336, -2.436)
C (4.572, 4.403, -3.707)
C (3.294, 2.908, -2.161)
C (1.990, 2.585, -2.032)
C (1.596, 1.215, -1.862)
N (0.361, 0.747, -1.722)
C (-0.852, 1.277, -1.557)
C (-1.159, 2.626, -1.214)
C (-2.442, 3.024, -1.038)
C (-3.481, 2.041, -1.221)
C (-3.306, 0.724, -1.506)
C (-1.934, 0.270, -1.698)
O (-1.632, -0.916, -1.976)
C (-4.538, -0.201, -1.509)
C (-4.249, -1.692, -1.735)
C (-5.507, 0.259, -2.604)
C (-5.217, -0.084, -0.134)
C (-2.745, 4.449, -0.554)
C (-2.093, 5.471, -1.494)
C (-4.246, 4.734, -0.501)
C (-2.169, 4.634, 0.858)
C (2.610, 0.136, -1.918)
O (2.235, -1.061, -1.964)
C (4.019, 0.524, -1.914)
C (4.274, 1.846, -2.066)
C (5.195, -0.456, -1.738)
C (5.999, -0.509, -3.041)
C (6.096, 0.073, -0.612)
C (4.806, -1.890, -1.346)
H (5.067, 5.768, -1.362)
H (5.630, 4.104, -1.196)
H (4.230, 4.649, -0.270)
H (3.050, 6.341, -2.593)
H (2.077, 5.348, -1.505)
H (1.960, 5.120, -3.256)
H (4.949, 5.417, -3.876)
H (3.927, 4.134, -4.547)
H (5.429, 3.726, -3.713)
H (1.225, 3.341, -2.099)
H (-0.345, 3.302, -0.998)
H (-4.501, 2.374, -1.066)
H (-3.803, -1.893, -2.707)
H (-5.209, -2.216, -1.673)
H (-3.581, -2.107, -0.984)
H (-5.037, 0.193, -3.589)
H (-5.834, 1.291, -2.455)
H (-6.395, -0.381, -2.607)
H (-4.527, -0.381, 0.659)
H (-6.090, -0.744, -0.099)
H (-5.560, 0.933, 0.078)
H (-2.453, 5.348, -2.518)
H (-1.005, 5.366, -1.507)
H (-2.324, 6.489, -1.168)
H (-4.724, 4.607, -1.477)
H (-4.403, 5.769, -0.186)
H (-4.763, 4.091, 0.215)
H (-1.087, 4.485, 0.868)
H (-2.604, 3.917, 1.560)
H (-2.375, 5.644, 1.226)
H (5.317, 2.148, -2.108)
H (6.394, 0.474, -3.313)
H (5.379, -0.867, -3.867)
H (6.844, -1.196, -2.932)
H (6.494, 1.070, -0.822)
H (6.946, -0.603, -0.483)
H (5.548, 0.116, 0.333)
H (4.248, -2.407, -2.122)
H (4.206, -1.920, -0.437)
H (5.738, -2.435, -1.162)
O (2.615, -0.936, 1.640)
C (1.473, -0.841, 2.052)
N (1.112, -0.792, 3.393)
C (-0.328, -0.860, 3.542)
C (-0.761, -0.815, 2.055)
O (-1.927, -0.822, 1.695)
N (0.336, -0.757, 1.255)
C (-0.740, -2.167, 4.218)
C (-0.504, -2.311, 5.585)
C (-0.788, -3.504, 6.232)
C (-1.323, -4.570, 5.517)
C (-1.565, -4.432, 4.159)
C (-1.278, -3.235, 3.509)
C (-0.915, 0.360, 4.258)
C (-2.289, 0.415, 4.492)
C (-2.852, 1.522, 5.105)
C (-2.049, 2.591, 5.497)
C (-0.684, 2.539, 5.264)
C (-0.119, 1.427, 4.643)
H (1.730, -1.240, 4.050)
H (-0.108, -1.472, 6.149)
H (-0.598, -3.599, 7.294)
H (-1.549, -5.504, 6.018)
H (-1.975, -5.257, 3.591)
H (-1.471, -3.141, 2.449)
H (-2.912, -0.413, 4.175)
H (-3.921, 1.553, 5.274)
H (-2.489, 3.456, 5.978)
H (-0.049, 3.367, 5.559)
H (0.944, 1.389, 4.439)
N (-0.977, -11.844, -1.678)
C (-0.820, -10.709, -1.576)
C (-0.622, -9.271, -1.444)
C (-1.676, -8.393, -1.683)
C (-1.486, -7.028, -1.556)
C (-0.241, -6.494, -1.188)
C (0.805, -7.398, -0.950)
C (0.621, -8.764, -1.076)
C (-0.041, -5.081, -1.058)
C (0.134, -3.866, -0.948)
H (-2.643, -8.786, -1.969)
H (-2.304, -6.345, -1.741)
H (1.770, -7.003, -0.663)
H (1.442, -9.445, -0.889)

Values from the calculation:
Charge: -1
Orbital gap (alpha / beta) (Ha): 0.21033 / 0.21454
Highest occupied orbital energy (alpha / beta) (eV): -5.0 / -5.0

***

(4)
Entry from OMol25: a 2-piece molecular cluster, C4H8NO3 overall (ωB97M-V with the def2-TZVPD basis set).

Element x y z (Å)
C (0.353, -2.466, -0.789)
C (-1.044, -2.256, -0.630)
O (-1.896, -3.061, -1.104)
N (-1.445, -1.089, -0.033)
H (-2.330, -0.972, 0.393)
H (-0.878, -0.283, -0.045)
H (0.570, -3.322, -0.093)
H (1.050, -1.692, -0.562)
H (0.557, -2.849, -1.803)
C (1.008, 3.176, 0.432)
C (0.482, 1.740, 1.002)
O (0.620, 0.803, 0.185)
O (-0.203, 1.736, 2.014)
H (1.620, 3.159, -0.424)
H (1.502, 3.656, 1.239)
H (0.035, 3.720, 0.218)

Values from the calculation:
ΔE to the lowest compared entry with this formula, charge and spin (kcal per mole): 20.06
Charge: -1
Orbital gap (Ha): 0.31412
Highest occupied orbital energy (eV): -4.6

***

(5)
Entry from OMol25: C6H24FN12O6Zn as an isolated structure (ωB97M-V with the def2-TZVPD basis set).

Element x y z (Å)
Zn (0.424, 0.228, 2.025)
F (0.414, 0.404, 0.123)
C (-3.153, 0.517, -2.094)
O (-4.163, 1.149, -2.312)
N (-2.778, -0.547, -2.889)
N (-2.429, 0.636, -0.927)
H (-3.444, -0.714, -3.625)
H (-2.365, -1.380, -2.503)
H (-2.577, 1.471, -0.391)
H (-1.629, 0.047, -0.772)
C (-1.193, 3.511, -2.002)
O (-2.212, 3.153, -2.555)
N (-0.889, 4.837, -1.834)
N (-0.308, 2.623, -1.433)
H (-0.229, 5.243, -1.200)
H (-1.467, 5.446, -2.386)
H (-0.577, 1.655, -1.451)
H (0.297, 2.987, -0.723)
C (2.470, -2.143, 2.399)
O (2.069, -1.044, 2.018)
N (1.831, -2.950, 3.293)
N (3.670, -2.623, 1.984)
H (2.331, -3.705, 3.729)
H (0.831, -2.953, 3.385)
H (4.185, -1.944, 1.448)
H (3.931, -3.587, 2.053)
C (0.340, -2.146, -2.372)
O (0.065, -3.070, -3.111)
N (0.697, -2.333, -1.051)
N (0.515, -0.855, -2.770)
H (0.583, -1.523, -0.461)
H (0.637, -3.254, -0.665)
H (0.877, -0.109, -2.200)
H (0.143, -0.518, -3.641)
C (2.197, 2.600, 1.668)
O (1.640, 1.751, 2.385)
N (2.917, 3.616, 2.173)
N (2.087, 2.503, 0.320)
H (2.920, 3.810, 3.159)
H (3.404, 4.250, 1.566)
H (2.312, 3.310, -0.232)
H (1.504, 1.700, 0.087)
C (-1.682, -2.151, 1.680)
O (-0.861, -1.294, 2.074)
N (-1.311, -3.439, 1.543)
N (-2.903, -1.832, 1.253)
H (-1.950, -4.173, 1.286)
H (-0.365, -3.764, 1.628)
H (-3.232, -0.890, 1.387)
H (-3.572, -2.510, 0.931)

Values from the calculation:
ΔE to the lowest compared entry with this formula, charge and spin (kcal per mole): 64.04
Charge: +1
Orbital gap (Ha): 0.28930
Highest occupied orbital energy (eV): -11.2

***

(6)
Entry from OMol25: a 7-piece molecular cluster, C39H58BBrN3O24 overall (ωB97M-V with the def2-TZVPD basis set).

Element x y z (Å)
C (5.215, 2.685, 1.112)
C (5.082, 1.377, 1.890)
O (3.977, 1.371, 2.849)
B (2.814, 1.026, 2.168)
O (2.323, -0.254, 2.223)
N (2.072, 2.106, 1.445)
C (1.198, 2.601, 2.381)
N (1.668, 3.152, 3.462)
Br (0.542, 3.821, 4.847)
N (-0.173, 2.541, 2.189)
C (-0.376, 3.352, 0.958)
C (0.370, 2.749, -0.253)
C (-0.647, 2.280, -1.312)
C (-0.178, 2.352, -2.774)
C (1.342, 1.630, 0.207)
C (2.351, 1.245, -0.870)
C (1.966, 0.011, -1.737)
C (3.036, -1.071, -1.672)
O (0.640, -0.436, -1.502)
C (0.510, -1.451, -0.507)
C (-0.869, -1.283, 0.085)
C (-1.057, -1.217, 1.462)
C (-2.324, -1.009, 2.008)
C (-3.433, -0.869, 1.181)
C (-3.244, -0.946, -0.194)
C (-1.985, -1.151, -0.745)
H (5.327, 2.483, 0.051)
H (4.344, 3.319, 1.235)
H (6.080, 3.249, 1.446)
H (4.948, 0.536, 1.201)
H (5.989, 1.194, 2.457)
H (2.941, -0.850, 1.779)
H (2.673, 3.230, 3.569)
H (-0.471, 1.578, 2.037)
H (0.082, 4.310, 1.201)
H (-1.430, 3.522, 0.784)
H (0.948, 3.554, -0.708)
H (-1.018, 1.294, -1.058)
H (-1.515, 2.929, -1.236)
H (0.792, 2.827, -2.893)
H (-0.891, 2.918, -3.365)
H (-0.175, 1.354, -3.195)
H (0.714, 0.798, 0.520)
H (2.468, 2.101, -1.527)
H (3.345, 1.066, -0.461)
H (1.978, 0.336, -2.775)
H (3.944, -0.654, -2.103)
H (2.764, -1.931, -2.277)
H (3.256, -1.385, -0.654)
H (1.198, -1.308, 0.320)
H (0.604, -2.441, -0.953)
H (-0.227, -1.290, 2.151)
H (-2.436, -0.934, 3.080)
H (-4.392, -0.683, 1.638)
H (-4.095, -0.828, -0.849)
H (-1.844, -1.178, -1.813)
C (-5.936, -0.019, -4.845)
C (-5.125, -1.292, -4.745)
O (-3.904, -0.815, -4.134)
C (-4.187, 0.323, -3.466)
O (-3.431, 0.856, -2.707)
O (-5.419, 0.765, -3.753)
H (-7.003, -0.171, -4.738)
H (-5.741, 0.516, -5.776)
H (-5.576, -2.032, -4.094)
H (-4.925, -1.750, -5.710)
C (8.434, 2.193, 5.409)
C (8.153, 3.582, 4.873)
O (8.657, 3.501, 3.535)
C (8.660, 2.202, 3.161)
O (8.854, 1.815, 2.056)
O (8.391, 1.394, 4.219)
H (7.693, 1.853, 6.127)
H (9.426, 2.108, 5.853)
H (7.085, 3.806, 4.833)
H (8.660, 4.367, 5.427)
C (-2.767, 3.361, 9.009)
C (-2.809, 2.121, 8.141)
O (-2.501, 2.659, 6.841)
C (-1.831, 3.800, 7.020)
O (-1.287, 4.405, 6.130)
O (-1.835, 4.191, 8.293)
H (-2.414, 3.170, 10.018)
H (-3.726, 3.876, 9.058)
H (-2.043, 1.393, 8.407)
H (-3.779, 1.632, 8.135)
C (4.697, -1.120, 4.344)
C (5.892, -1.775, 3.678)
O (6.143, -2.893, 4.529)
C (4.992, -3.200, 5.182)
O (4.823, -4.173, 5.833)
O (4.060, -2.229, 4.983)
H (4.026, -0.643, 3.645)
H (4.993, -0.395, 5.106)
H (5.664, -2.144, 2.673)
H (6.765, -1.127, 3.626)
C (-0.410, -2.716, -3.936)
C (-0.433, -1.338, -4.555)
O (0.073, -1.582, -5.874)
C (-0.161, -2.879, -6.174)
O (-0.034, -3.361, -7.251)
O (-0.581, -3.560, -5.077)
H (-1.211, -2.872, -3.217)
H (0.548, -2.944, -3.462)
H (-1.442, -0.935, -4.632)
H (0.194, -0.627, -4.027)
C (-2.861, -5.496, -7.413)
C (-2.799, -5.411, -8.921)
O (-4.168, -5.170, -9.270)
C (-4.783, -4.609, -8.203)
O (-5.869, -4.131, -8.219)
O (-3.983, -4.659, -7.108)
H (-1.963, -5.122, -6.931)
H (-3.067, -6.507, -7.056)
H (-2.193, -4.571, -9.266)
H (-2.437, -6.324, -9.387)
C (-7.939, -1.595, -0.328)
C (-7.936, -0.323, -1.149)
O (-7.501, -0.786, -2.434)
C (-7.801, -2.113, -2.516)
O (-7.727, -2.755, -3.511)
O (-8.193, -2.594, -1.317)
H (-8.712, -1.610, 0.436)
H (-6.972, -1.797, 0.138)
H (-8.932, 0.111, -1.250)
H (-7.255, 0.433, -0.767)

Values from the calculation:
Charge: +1
Orbital gap (Ha): 0.33515
Highest occupied orbital energy (eV): -11.7

***

no.,energy (hartree)
1,-3795.5943
2,-4979.1083
3,-3212.3069
4,-437.7735
5,-3230.8265
6,-6089.6849